# 1
A 14-piece molecular cluster, C21H70N6O14 overall, computed with wB97M-V/def2-TZVPD.

* gap between HOMO and LUMO: 8.304 eV
* E_LUMO: -0.11 eV
* ΔE to the lowest compared entry with this formula, charge and spin: 16.0 kcal/mol
* highest occupied orbital energy: -8.42 eV
* net charge: 0

CARTESIAN COORDINATES (ANGSTROEM)
C -5.058 0.016 3.251
C -3.726 -0.464 2.542
O -2.983 -1.118 3.550
H -5.739 -0.831 3.482
H -5.596 0.612 2.564
H -4.783 0.628 4.139
H -3.066 0.411 2.205
H -3.889 -1.074 1.671
H -3.440 -1.890 3.849
C -2.641 3.145 0.779
C -3.469 2.063 0.042
O -4.009 2.712 -1.049
H -3.266 3.835 1.366
H -2.025 3.707 0.015
H -2.119 2.537 1.537
H -4.297 1.611 0.595
H -2.814 1.379 -0.323
H -4.899 2.425 -1.114
C -0.529 -0.027 0.915
C 0.116 -0.731 -0.272
O 0.670 -1.951 0.225
H -0.646 0.975 0.621
H 0.102 0.055 1.785
H -1.462 -0.455 1.261
H 0.899 -0.062 -0.559
H -0.562 -0.858 -1.114
H 0.591 -2.560 -0.495
C 0.355 1.858 -3.059
C -0.689 2.099 -2.082
O -1.622 3.110 -2.410
H -0.151 1.812 -4.026
H 0.946 0.998 -3.005
H 1.076 2.701 -3.099
H -0.247 2.279 -1.116
H -1.188 1.151 -1.799
H -2.419 2.877 -1.937
C 1.333 4.203 0.714
C 1.280 5.192 -0.406
O 1.967 4.659 -1.600
H 1.001 3.230 0.577
H 0.793 4.680 1.535
H 2.355 4.012 1.001
H 1.731 6.183 -0.131
H 0.239 5.382 -0.634
H 2.308 5.337 -2.163
C 0.601 0.995 5.525
C -0.300 0.622 4.402
O -1.631 0.970 4.542
H 1.664 0.830 5.322
H 0.319 0.500 6.425
H 0.456 2.043 5.594
H -0.193 -0.471 4.282
H 0.133 1.053 3.475
H -2.174 0.290 4.156
C 3.464 -3.197 -1.253
C 3.160 -2.747 -2.700
O 4.242 -2.825 -3.602
H 3.394 -4.314 -1.247
H 2.723 -2.749 -0.623
H 4.349 -2.796 -0.930
H 2.772 -1.699 -2.611
H 2.298 -3.279 -3.084
H 4.821 -2.071 -3.410
C 3.390 1.026 -1.695
O 3.595 -0.171 -1.103
N 2.768 1.992 -1.040
N 3.739 1.188 -2.936
H 2.546 1.779 -0.065
H 2.563 2.947 -1.321
H 4.455 0.498 -3.210
H 3.605 2.097 -3.386
C -0.886 -1.222 -4.669
O -0.011 -1.309 -3.573
N -0.648 -0.664 -5.798
N -2.019 -1.808 -4.693
H 0.309 -0.205 -5.834
H -1.278 -0.696 -6.548
H -2.341 -2.100 -3.736
H -2.677 -1.801 -5.523
C 3.525 -1.694 2.697
O 4.212 -1.936 3.858
N 3.979 -0.996 1.715
N 2.355 -2.128 2.533
H 4.935 -0.700 1.817
H 3.611 -1.038 0.759
H 1.878 -2.460 3.458
H 1.781 -1.885 1.743
C 0.337 -4.924 -1.314
O -0.298 -3.732 -1.680
H -0.416 -5.665 -1.144
H 0.941 -4.751 -0.390
H 0.996 -5.333 -2.065
H -0.983 -3.913 -2.387
C -3.545 -0.917 -1.871
O -3.367 -2.221 -2.281
H -3.362 -0.837 -0.829
H -4.555 -0.518 -2.077
H -2.839 -0.283 -2.422
H -3.978 -2.750 -1.736
C -1.913 -3.541 1.280
O -0.983 -3.164 2.305
H -1.458 -4.306 0.623
H -2.442 -2.730 0.743
H -2.680 -4.104 1.698
H -0.415 -2.529 1.919
C 2.801 2.051 2.887
O 2.357 1.218 1.908
H 3.764 2.481 2.470
H 3.089 1.469 3.776
H 2.134 2.867 3.042
H 2.931 0.448 2.010



# 2
A 17-piece molecular cluster, C21H72FN2O16 overall, computed with wB97M-V/def2-TZVPD.

* gap between HOMO and LUMO: 7.366 eV
* E_LUMO: -3.78 eV
* highest occupied orbital energy: -11.14 eV
* net charge: +1

CARTESIAN COORDINATES (ANGSTROEM)
C -2.390 0.126 2.453
C -1.144 0.223 1.456
F -0.744 1.627 1.420
N -1.421 -0.216 0.060
C -0.470 -1.194 -0.494
C -1.004 -1.407 -1.929
N -2.170 -0.548 -2.061
C -2.454 0.198 -0.843
H -3.335 0.667 2.094
H -2.652 -0.951 2.771
H -2.072 0.671 3.425
H -0.298 -0.433 1.895
H 0.441 -1.662 0.003
H -0.564 -2.075 -2.758
H -2.714 -0.472 -2.932
H -3.288 0.950 -0.672
C -5.568 -0.603 4.842
O -4.660 -1.626 4.451
H -5.276 0.332 4.362
H -6.578 -0.872 4.527
H -5.535 -0.479 5.927
H -4.943 -2.439 4.890
C -0.004 -5.162 -3.130
O 0.969 -4.639 -2.235
H -0.998 -4.909 -2.759
H 0.136 -4.722 -4.120
H 0.096 -6.248 -3.186
H 1.836 -4.877 -2.588
C 1.979 -2.665 -6.131
O 1.772 -4.070 -6.063
H 1.060 -2.159 -5.831
H 2.787 -2.378 -5.454
H 2.231 -2.378 -7.154
H 2.598 -4.492 -6.333
C 2.740 0.595 -0.816
O 2.572 0.541 0.595
H 3.500 -0.129 -1.110
H 1.794 0.348 -1.307
H 3.062 1.597 -1.109
H 1.895 1.191 0.827
C 5.265 4.055 -1.569
O 4.385 3.579 -2.579
H 4.890 3.737 -0.595
H 6.263 3.639 -1.726
H 5.305 5.146 -1.602
H 4.741 3.873 -3.428
C 4.623 5.093 2.616
O 5.857 4.857 1.962
H 4.013 5.750 1.994
H 4.098 4.145 2.765
H 4.805 5.574 3.577
H 6.374 4.275 2.535
C -3.797 -4.084 -4.678
O -2.443 -3.705 -4.898
H -4.044 -4.908 -5.346
H -3.925 -4.408 -3.641
H -4.454 -3.238 -4.889
H -2.251 -2.977 -4.296
C -7.099 -2.513 1.661
O -6.862 -3.016 2.966
H -8.173 -2.388 1.522
H -6.604 -1.545 1.544
H -6.719 -3.220 0.919
H -5.906 -3.117 3.062
C -5.510 0.844 9.147
O -6.373 -0.001 8.401
H -4.979 1.504 8.458
H -6.098 1.446 9.844
H -4.786 0.236 9.696
H -6.829 -0.573 9.035
C -4.605 -3.159 -8.782
O -4.360 -3.668 -7.479
H -5.679 -3.032 -8.914
H -4.109 -2.192 -8.899
H -4.230 -3.863 -9.529
H -3.403 -3.771 -7.387
C 8.850 2.065 -3.193
O 7.472 1.813 -3.436
H 9.019 3.142 -3.203
H 9.130 1.665 -2.215
H 9.452 1.598 -3.975
H 7.351 0.855 -3.421
C 3.300 0.990 -7.093
O 2.359 0.220 -6.356
H 3.826 0.332 -7.786
H 2.778 1.766 -7.658
H 4.020 1.445 -6.409
H 1.908 0.825 -5.753
C 7.166 5.254 5.495
O 6.293 4.415 4.751
H 7.692 5.915 4.806
H 6.587 5.855 6.201
H 7.893 4.642 6.035
H 5.841 3.842 5.383
C -4.721 -3.375 10.014
O -5.811 -2.610 9.521
H -4.987 -3.777 10.992
H -4.510 -4.200 9.329
H -3.838 -2.738 10.113
H -5.550 -2.266 8.656
C 9.614 1.980 -6.872
O 10.585 2.504 -5.978
H 8.621 2.232 -6.498
H 9.750 2.421 -7.863
H 9.714 0.893 -6.930
H 11.453 2.268 -6.330
C -8.645 2.876 7.242
O -7.402 2.638 6.598
H -9.250 3.526 6.610
H -9.169 1.929 7.393
H -8.474 3.365 8.204
H -6.887 2.059 7.179



# 3
C22H10BrCl5N2OZn as an isolated structure, computed with wB97M-V/def2-TZVPD.

* gap between HOMO and LUMO: 6.437 eV
* E_LUMO: -1.27 eV
* highest occupied orbital energy: -7.70 eV
* net charge: 0

CARTESIAN COORDINATES (ANGSTROEM)
Zn 5.387 -12.242 -7.934
Br 5.180 -18.330 -11.988
C 4.915 -16.938 -10.717
C 4.539 -17.220 -9.387
C 4.344 -16.202 -8.529
C 4.635 -14.836 -8.831
O 4.509 -13.956 -7.852
C 4.972 -14.540 -10.237
C 5.057 -13.176 -10.712
N 5.118 -12.140 -9.905
C 5.260 -10.811 -10.307
C 5.552 -10.367 -11.597
C 5.575 -8.981 -11.860
C 5.343 -8.073 -10.871
C 5.115 -8.452 -9.524
C 4.875 -7.542 -8.455
C 4.771 -8.050 -7.161
C 4.753 -9.421 -6.969
N 4.832 -10.281 -7.973
C 5.024 -9.830 -9.254
C 5.114 -15.629 -11.144
H 4.408 -18.275 -9.081
H 3.945 -16.390 -7.514
H 5.028 -13.060 -11.813
H 5.722 -11.099 -12.400
H 5.720 -8.567 -12.872
H 5.321 -6.995 -11.131
H 4.833 -6.458 -8.693
H 4.675 -7.382 -6.307
H 4.676 -9.863 -5.998
H 5.343 -15.491 -12.219
Cl 8.357 -12.708 -9.338
C 8.272 -12.692 -7.593
C 7.076 -12.549 -6.938
C 7.021 -12.572 -5.569
Cl 5.507 -12.158 -4.782
C 8.174 -12.802 -4.811
Cl 8.115 -12.777 -3.099
C 9.416 -12.959 -5.469
Cl 10.843 -13.267 -4.549
C 9.466 -12.868 -6.886
Cl 10.952 -13.036 -7.700



# 4
C22H10CeCl6N2O2 as an isolated structure, computed with wB97M-V/def2-TZVPD.

* gap between HOMO and LUMO (alpha / beta): 5.933 / 5.933 eV
* E_LUMO (alpha / beta): -8.39 / -8.39 eV
* ΔE to the lowest compared entry with this formula, charge and spin: 0.0 kcal/mol
* highest occupied orbital energy (alpha / beta): -14.32 / -14.32 eV
* net charge: +2

CARTESIAN COORDINATES (ANGSTROEM)
Ce 0.229 -1.032 -0.914
Cl -5.031 -2.700 3.907
C -3.889 -2.604 2.633
C -4.213 -3.094 1.366
C -3.291 -3.034 0.339
C -2.035 -2.493 0.544
O -1.147 -2.499 -0.489
C -1.700 -1.968 1.810
C -0.476 -1.298 2.165
N 0.538 -1.025 1.399
C 1.677 -0.289 1.880
C 1.897 0.030 3.193
C 3.013 0.790 3.594
C 3.910 1.234 2.670
C 3.727 0.912 1.306
C 4.631 1.339 0.308
C 4.434 0.995 -1.002
C 3.328 0.211 -1.319
N 2.450 -0.209 -0.415
C 2.621 0.137 0.907
C -2.654 -2.043 2.844
H -5.190 -3.528 1.198
H -3.523 -3.429 -0.641
H -0.449 -0.968 3.200
H 1.220 -0.308 3.966
H 3.146 1.015 4.643
H 4.768 1.823 2.963
H 5.483 1.941 0.597
H 5.110 1.308 -1.783
H 3.159 -0.092 -2.347
H -2.409 -1.645 3.821
Cl -2.624 3.087 -6.180
C -2.068 2.421 -4.717
C -1.238 1.300 -4.737
Cl -0.763 0.568 -6.205
C -0.797 0.788 -3.526
Cl 0.243 -0.655 -3.548
C -1.140 1.331 -2.296
O -0.681 0.796 -1.128
C -1.974 2.441 -2.292
Cl -2.404 3.108 -0.773
C -2.436 2.988 -3.489
Cl -3.450 4.351 -3.452



# 5
A 2-piece molecular cluster, C22H10Cl2N3O4S overall, computed with wB97M-V/def2-TZVPD.

* gap between HOMO and LUMO: 2.908 eV
* E_LUMO: -0.87 eV
* ΔE to the lowest compared entry with this formula, charge and spin: 12.1 kcal/mol
* highest occupied orbital energy: -3.78 eV
* net charge: -1

CARTESIAN COORDINATES (ANGSTROEM)
N -1.672 -2.745 2.719
C -0.679 -2.127 2.727
C 0.534 -1.383 2.741
C 0.531 -0.017 2.693
C -0.679 0.714 2.661
N -1.677 1.326 2.641
C 1.775 0.769 2.747
O 1.741 2.001 2.741
C 3.043 -0.012 2.819
Cl 4.486 0.884 2.905
C 3.045 -1.377 2.814
Cl 4.492 -2.271 2.873
C 1.783 -2.160 2.678
O 1.764 -3.362 2.440
C -0.819 -4.706 -1.560
C 0.118 -4.085 -0.726
C 0.410 -2.734 -0.888
C -0.270 -1.973 -1.845
S 0.206 -0.242 -2.119
C -0.861 0.648 -1.088
C -0.902 2.052 -1.022
C -1.821 2.718 -0.145
C -1.869 4.097 -0.050
C -0.979 4.883 -0.806
C -0.955 6.311 -0.718
N -0.900 7.479 -0.666
C -0.072 4.265 -1.683
C -0.049 2.889 -1.813
O 1.588 -0.185 -1.682
O -0.089 -0.034 -3.522
C -1.212 -2.590 -2.680
C -1.483 -3.951 -2.538
H -1.012 -5.770 -1.465
H 0.643 -4.648 0.050
H 1.184 -2.265 -0.281
H -1.584 0.025 -0.567
H -2.482 2.109 0.471
H -2.590 4.588 0.609
H 0.609 4.889 -2.270
H 0.618 2.426 -2.539
H -1.711 -2.005 -3.453
H -2.205 -4.430 -3.206



# 6
C22H11F5N4O6V as an isolated structure, computed with wB97M-V/def2-TZVPD.

* gap between HOMO and LUMO (alpha / beta): 6.675 / 7.670 eV
* E_LUMO (alpha / beta): -1.16 / -1.22 eV
* ΔE to the lowest compared entry with this formula, charge and spin: 64.5 kcal/mol
* spin multiplicity: 4
* highest occupied orbital energy (alpha / beta): -7.84 / -8.89 eV
* net charge: 0

CARTESIAN COORDINATES (ANGSTROEM)
V 0.067 -1.866 -1.210
N 2.184 -2.615 -1.375
C 2.730 -2.487 -0.040
C 4.061 -2.409 0.231
C 4.512 -2.297 1.566
C 3.626 -2.293 2.602
C 2.235 -2.363 2.346
C 1.250 -2.357 3.363
C -0.068 -2.413 3.025
C -0.427 -2.422 1.663
N 0.457 -2.401 0.687
C 1.793 -2.425 1.018
H 2.800 -2.174 -2.051
H 2.129 -3.603 -1.614
H 4.778 -2.431 -0.580
H 5.574 -2.227 1.760
H 3.970 -2.225 3.626
H 1.557 -2.305 4.400
H -0.847 -2.417 3.774
H -1.467 -2.420 1.358
O -4.021 -1.761 -1.419
C -2.954 -1.247 -1.197
O -1.795 -1.872 -1.232
C -2.837 0.221 -0.836
C -1.468 0.724 -0.499
C -1.335 2.241 -0.295
C -2.599 3.019 -0.156
C -3.747 2.407 -0.395
C -3.907 1.003 -0.780
N -4.994 3.207 -0.239
O -4.884 4.377 0.052
O -6.031 2.657 -0.543
N -0.410 2.616 0.855
O -0.235 3.804 1.008
O 0.038 1.738 1.557
H -1.066 0.147 0.335
H -2.561 4.058 0.140
H -4.890 0.621 -1.012
F -1.023 0.324 -2.895
C -0.494 0.795 -1.701
C 0.795 0.064 -1.439
C 1.856 0.847 -1.408
F 3.112 0.365 -1.184
C 1.876 2.310 -1.603
F 3.071 2.895 -1.671
C 0.766 3.024 -1.745
F 0.787 4.335 -1.988
C -0.555 2.360 -1.660
F -1.411 2.871 -2.597